No. 1
{"formula": "C5H7N", "method": "the ωB97M-V functional and the def2-TZVPD basis", "symbols": ["C", "C", "C", "C", "C", "H", "H", "H", "H", "H", "H", "H", "N"], "coordinates": [[2.29203, -0.59721, 0.14740], [1.38102, 0.13180, -0.06988], [0.25518, 1.24922, -0.15708], [-1.15650, -0.94553, -0.57050], [-1.25469, -0.39842, 0.77199], [2.94416, -1.43433, 0.05921], [0.25430, 1.95757, 0.72550], [0.30555, 1.77690, -1.05214], [-2.19702, -1.10296, -1.10554], [-0.25879, -1.29146, -0.98434], [-2.04880, -0.18828, 1.46215], [-0.35887, -0.37910, 1.47346], [-1.10610, 0.57464, -0.18713]], "mol_weight_g_mol": 81.12, "smiles": "C#CCN1CC1", "e_above_lowest_kj_mol": 452.12, "gap_ha": 0.383, "homo_ev": -9.33}

No. 2
{"formula": "C5H7N", "method": "the ωB97M-V functional and the def2-TZVPD basis", "symbols": ["C", "C", "C", "C", "C", "N", "H", "H", "H", "H", "H", "H", "H"], "coordinates": [[0.42746, 0.80973, -1.15997], [0.22865, 0.31649, 1.42733], [-0.34906, -1.42557, 0.23791], [-1.07435, -0.29302, 1.02344], [0.21271, -0.08770, -0.03329], [0.69096, 0.41095, -2.34189], [0.69476, 1.85655, -0.81170], [0.12900, 1.40959, 1.70815], [0.87329, -0.43233, 1.96874], [0.37470, -2.10689, 0.78030], [-0.99215, -1.87978, -0.63269], [-2.00610, 0.26345, 0.73797], [0.79012, 1.15853, -2.90429]], "mol_weight_g_mol": 81.12, "smiles": "[H]/N=C/[C@]12C[C@@H]1C2", "e_above_lowest_kj_mol": 354.48, "gap_ha": 0.353, "homo_ev": -8.58}

No. 3
{"formula": "C5H7N", "method": "the ωB97M-V functional and the def2-TZVPD basis", "symbols": ["C", "C", "C", "C", "C", "H", "H", "H", "H", "H", "H", "H", "N"], "coordinates": [[-0.73062, -0.34656, 0.89935], [-0.22944, -0.80755, -0.35485], [-0.48657, 0.91827, 0.11490], [1.15630, 0.79082, 0.04251], [1.34024, -0.50818, -0.21735], [-1.80175, -0.55039, 0.98308], [-0.36012, -0.82681, 1.74537], [-0.55849, -1.79369, -0.79978], [-0.59095, 0.79086, -1.74505], [-0.72708, 1.81967, 0.43698], [1.81362, 1.55625, 0.45485], [2.18478, -1.30514, -0.57348], [-1.00992, 0.26243, -0.98654]], "mol_weight_g_mol": 81.12, "e_above_lowest_kj_mol": 458.68, "gap_ha": 0.385, "homo_ev": -9.27}

No. 4
{"formula": "C5H7N", "method": "the ωB97M-V functional and the def2-TZVPD basis", "symbols": ["C", "C", "C", "N", "C", "C", "H", "H", "H", "H", "H", "H", "H"], "coordinates": [[1.25117, -0.73272, -0.04679], [1.01293, 0.73099, -0.35576], [-0.12910, -1.17315, -0.45061], [-1.07722, -0.17940, -0.62582], [-1.39926, 0.43114, 0.66419], [-0.38257, 1.04213, -0.38525], [1.48781, -0.97480, 1.02381], [2.06382, -1.20681, -0.62256], [1.79226, 1.48354, -0.36974], [-0.52333, -2.17026, -0.27193], [-0.93560, -0.02819, 1.53679], [-2.39715, 0.85253, 0.79880], [-0.76375, 1.92499, -0.89514]], "mol_weight_g_mol": 81.12, "e_above_lowest_kj_mol": 463.75, "gap_ha": [0.269, 0.310], "homo_ev": [-7.05, -7.50]}

No. 5
{"formula": "C5H7N", "method": "the ωB97M-V functional and the def2-TZVPD basis", "symbols": ["C", "C", "C", "C", "N", "C", "H", "H", "H", "H", "H", "H", "H"], "coordinates": [[-0.77921, 1.15621, -0.34789], [-0.94761, -0.61053, -0.35567], [0.47823, -1.10638, -0.04213], [1.29041, 0.14080, -0.25436], [0.29647, 0.89733, 0.58439], [-0.32172, -0.40811, 0.98700], [-1.62780, 1.61568, 0.18299], [-0.43708, 1.91708, -1.09500], [-1.64145, -1.46945, -0.49797], [0.83938, -2.13319, -0.00145], [2.27671, 0.17879, 0.19876], [1.32889, 0.45524, -1.30884], [-0.75522, -0.63348, 1.95017]], "mol_weight_g_mol": 81.12, "smiles": "C1[C@@H]2[C@@H]3CN1[C@H]23", "e_above_lowest_kj_mol": 426.95, "gap_ha": 0.369, "homo_ev": -8.84}

No. 6
{"formula": "C5H7N", "method": "the ωB97M-V functional and the def2-TZVPD basis", "symbols": ["N", "C", "C", "C", "C", "C", "H", "H", "H", "H", "H", "H", "H"], "coordinates": [[0.44241, 0.37953, 2.91142], [-0.21867, 0.38974, 1.95588], [-1.27112, 0.53012, 0.99230], [-1.16016, 1.05680, -0.22232], [1.30570, -0.40012, -1.34367], [0.90739, -1.37945, -0.54319], [-2.24085, 0.36822, 1.43956], [-2.05036, 1.33873, -0.77596], [-0.19132, 1.29365, -0.63698], [1.02542, -0.36599, -2.39419], [1.94877, 0.39515, -0.97285], [1.13480, -1.36770, 0.52063], [0.36799, -2.23868, -0.93063]], "mol_weight_g_mol": 81.12, "smiles": "C=CC#N.C=C", "e_above_lowest_kj_mol": 221.84, "gap_ha": 0.381, "homo_ev": -9.96}

No. 7
{"formula": "C5H7N", "method": "the ωB97M-V functional and the def2-TZVPD basis", "symbols": ["C", "C", "C", "C", "C", "N", "H", "H", "H", "H", "H", "H", "H"], "coordinates": [[1.15295, -0.53853, -0.14700], [0.67377, 0.29642, 1.03148], [0.05067, 1.31582, -0.15792], [-0.06782, -0.02210, -0.91326], [-1.21549, -0.45746, -0.02183], [-0.69278, 0.25991, 1.16002], [1.21994, -1.62196, -0.02053], [2.09179, -0.11335, -0.50429], [1.25525, 0.52492, 1.93061], [-0.80784, 2.00012, -0.23350], [-0.12617, -0.13172, -1.99449], [-1.36587, -1.53158, 0.13693], [-2.16840, 0.01950, -0.26622]], "mol_weight_g_mol": 81.12, "e_above_lowest_kj_mol": 428.92, "gap_ha": 0.353, "homo_ev": -8.48}

No. 8
{"formula": "C5H7N", "method": "the ωB97M-V functional and the def2-TZVPD basis", "symbols": ["C", "N", "C", "C", "C", "C", "H", "H", "H", "H", "H", "H", "H"], "coordinates": [[-2.23710, 0.71600, -0.18891], [-0.92336, 0.16408, 0.01572], [1.60985, -2.10667, 0.57442], [1.49081, -0.84165, 0.32013], [1.42751, 0.36806, -0.18110], [0.06910, 0.84582, -0.39543], [-2.74017, 0.81932, 0.77943], [-2.83232, 0.02070, -0.79030], [-2.22199, 1.69675, -0.69048], [1.41188, -2.55138, 1.54249], [2.62570, -2.02899, 0.12768], [2.30038, 0.99873, -0.29612], [-0.03098, 1.84939, -0.82173]], "mol_weight_g_mol": 81.12, "smiles": "C=C=C/C=N/C", "e_above_lowest_kj_mol": 384.80, "gap_ha": 0.329, "homo_ev": -8.28}